Record 1
6
Properties=species:S:1:pos:R:3:forces:R:3 method="wB97M-V/def2-TZVPD" multiplicity=3 gap_ev="7.1 / 12.0" charge=+1 e_lumo_ev="-7.6 / -8.3"
N -0.330312 -0.187643 0.000656 2.8 -0.7 0.1
N -2.997570 -0.141422 0.000910 -1.0 -0.6 0.0
O -3.657547 0.755779 0.024215 0.0 0.9 0.0
O -1.036512 0.765431 -0.048085 -1.6 1.7 -0.1
O -2.625130 -1.193144 -0.015693 0.2 -0.6 0.0
H 0.700578 0.003012 0.002380 -0.3 -0.7 0.0



Record 2
7
Properties=species:S:1:pos:R:3:forces:R:3 method="wB97M-V/def2-TZVPD" gap_ev=7.4 charge=-1 e_lumo_ev=3.4
O -0.979646 0.434961 1.718752 0.9 0.7 -0.4
N -1.288104 0.182521 0.535031 1.0 -0.5 0.7
O -2.420310 -0.169793 0.225917 -2.4 -0.1 0.6
N -0.550587 0.005152 -0.524292 0.3 -1.4 -2.5
O 0.695441 0.529030 -0.832153 1.1 1.4 1.5
S 2.193514 0.010599 -0.129439 -1.0 0.1 0.1
H 2.349692 -0.992469 -0.993816 0.2 -0.3 -0.1



Record 3
4
Properties=species:S:1:pos:R:3:forces:R:3 method="wB97M-V/def2-TZVPD" multiplicity=3 gap_ev="13.5 / 12.1" charge=0 e_lumo_ev="1.6 / -0.5"
N -3.218142 0.314647 -0.182715 0.4 -1.2 0.5
N -2.883383 -0.634592 0.256153 -0.4 1.2 -0.5
N 0.422924 -0.645821 -0.103147 -0.7 0.6 1.1
H -0.093566 -0.230821 0.750134 0.7 -0.6 -1.1



Summary of relative energy (zero: lowest compared OMol25 entry of this formula, charge and spin) in kcal/mol
0.0 166.5 0.5
(order as listed above)
Summary of strongest force on any atom in eV/A
2.890 2.830 1.462
(order as listed above)